{"formula": "C2H5N3O", "method": "ωB97M-V with the def2-TZVPD basis set", "elements": ["C", "C", "H", "H", "H", "H", "H", "N", "N", "N", "O"], "coordinates": [[0.89332, 0.23087, -0.25921], [-2.51134, -0.02408, -0.06696], [1.70012, -1.71031, 0.81933], [2.81878, -0.43499, 0.20752], [2.10718, 1.43940, 0.26831], [-3.38003, 0.69188, 0.60712], [-2.78382, -1.09828, -1.06434], [1.82039, -0.71054, 0.04743], [1.03985, 1.52305, -0.30701], [-1.35394, 0.47778, 0.29650], [-0.35050, -0.38479, -0.54869]], "molar_mass_da": 87.08, "multiplicity": 1, "total_energy_ha": -318.47487}